Below is a structure of composition C55H81IN13O7PSi2 in a non-equilibrium geometry, with properties calculated with ωB97M-V/def2-TZVPD.

## Properties
HOMO-LUMO gap: 6.95 eV
Total charge: 0
LUMO: -0.6 eV
HOMO energy: -7.6 eV

Geometry as XYZ:
```
160
Properties=species:S:1:pos:R:3:forces:R:3:lowdin_charge:R:1
I -5.095 -1.125 -1.526 -0.229 0.226 0.163 0.50
P -3.737 0.886 -1.608 0.984 0.164 -0.907 0.34
Si -0.608 2.637 0.131 0.479 0.575 0.446 0.48
Si -3.152 1.328 0.544 -1.231 -0.104 1.592 0.33
O -0.321 4.911 -2.918 0.384 0.109 -0.300 0.08
O -4.727 2.149 -2.077 -0.062 -0.343 0.533 -0.44
O -7.774 4.284 1.896 0.100 -0.213 -0.633 -0.22
O 0.519 3.036 -2.292 -0.112 0.228 0.309 -0.21
O -0.584 -0.907 2.612 -0.012 -0.001 -0.081 0.10
O -2.276 0.292 3.445 0.066 -0.071 -0.216 0.08
O -2.215 2.705 0.582 0.417 -0.982 -0.806 -0.30
N 6.095 2.467 2.168 -0.012 -0.037 -0.024 0.01
N 7.442 -1.913 1.851 0.068 0.002 0.049 0.02
N -3.180 10.390 0.831 -0.016 -0.054 0.025 0.00
N 1.542 -2.211 -2.925 -0.029 -0.030 -0.006 0.03
N 4.448 -7.362 -2.886 -0.268 0.130 0.122 0.03
N -10.696 4.955 1.960 -0.016 -0.035 0.017 0.02
N -2.583 -3.448 -3.472 0.065 0.188 -0.103 0.00
N -0.359 3.774 -3.151 -0.377 -0.146 0.366 -0.03
N 0.348 1.709 1.242 0.244 0.329 -0.144 -0.08
N 2.091 6.240 0.230 0.022 -0.039 0.034 0.01
N 9.852 -9.975 -5.994 -0.029 0.001 0.012 0.00
N 8.457 -7.089 -1.912 -0.130 -0.070 -0.150 0.03
N -7.253 -1.547 4.244 -0.031 0.022 -0.018 0.00
C 3.514 -1.229 -2.719 0.018 -0.013 -0.006 -0.10
C 3.114 -7.100 -3.052 -0.113 -0.035 -0.128 -0.15
C -7.136 1.908 2.016 0.592 -0.008 -0.475 -0.15
C -1.520 -3.426 -4.327 0.128 0.010 0.022 -0.16
C -4.615 1.646 1.692 -0.256 0.130 -0.800 -0.23
C 9.659 -10.658 -7.163 0.013 0.023 -0.006 -0.14
C -6.005 1.335 1.101 -0.412 0.292 1.064 -0.28
C 5.014 -6.394 -2.102 -1.565 -1.283 0.411 -0.16
C 0.928 3.690 4.448 0.037 0.446 -0.409 -0.10
C 7.715 -4.109 1.854 0.002 -0.047 -0.038 -0.13
C 8.545 -2.165 1.084 -0.099 -0.038 0.023 -0.13
C -4.034 8.400 1.285 -0.002 -0.009 -0.013 -0.11
C -9.280 -1.962 5.029 -0.004 0.007 0.009 -0.11
C 5.036 0.546 2.465 0.055 -0.020 -0.004 -0.12
C -9.271 -2.219 3.631 -0.010 0.023 -0.001 -0.11
C -2.699 8.230 0.825 0.006 -0.010 -0.011 -0.11
C -1.641 -5.442 -3.339 0.034 0.040 0.041 -0.11
C -6.614 4.904 1.352 -0.032 0.021 0.026 -0.09
C 1.319 8.052 1.237 -0.009 0.048 0.012 -0.11
C -11.376 5.756 2.832 0.012 -0.024 -0.007 -0.14
C -8.008 -1.952 3.176 0.083 0.022 -0.028 -0.16
C 1.032 7.102 0.294 -0.032 -0.074 -0.055 -0.15
C 3.052 6.626 1.125 -0.008 -0.032 -0.034 -0.15
C 9.871 -12.125 -5.473 -0.008 -0.008 0.010 -0.11
C -2.668 -4.668 -2.864 0.026 0.011 -0.026 -0.14
C 4.366 1.287 1.454 -0.033 0.002 -0.024 -0.11
C 1.133 2.524 2.204 0.028 0.665 -0.321 -0.29
C -11.542 4.534 0.973 0.026 -0.010 0.030 -0.15
C 7.166 -5.424 -2.588 2.603 1.379 -0.786 -0.16
C 2.604 7.752 1.764 -0.004 -0.030 0.019 -0.11
C 9.667 -11.995 -6.874 -0.007 0.001 -0.002 -0.11
C -12.674 5.848 2.400 0.002 0.020 0.017 -0.12
C 8.442 -7.141 -3.279 0.018 -0.242 0.212 -0.13
C -1.746 -0.239 2.498 0.147 0.280 0.246 -0.59
C 2.518 -0.366 -2.187 0.000 0.029 0.050 -0.11
C 5.041 2.467 1.297 0.001 0.024 0.001 -0.13
C 1.312 -1.002 -2.332 -0.064 -0.175 0.006 -0.15
C 8.738 -3.522 1.062 0.097 0.013 -0.014 -0.12
C -4.300 9.743 1.278 -0.002 0.039 -0.014 -0.14
C -0.906 -4.651 -4.267 0.027 -0.014 0.052 -0.12
C -8.009 2.982 1.352 -0.376 -0.207 0.780 -0.21
C 2.827 -5.949 -2.367 -0.146 0.048 -0.068 -0.12
C 9.979 -10.861 -4.959 0.008 0.037 0.007 -0.15
C 6.932 -3.089 2.325 -0.061 0.092 0.021 -0.14
C 7.649 -6.120 -3.730 -0.018 0.349 0.100 -0.08
C 2.878 -2.358 -3.168 -0.040 0.055 -0.002 -0.13
C -8.022 -1.548 5.376 0.031 0.000 -0.003 -0.14
C 6.101 1.302 2.882 0.067 0.006 0.055 -0.15
C -2.279 -0.257 1.096 0.182 -0.218 -0.334 -0.18
C 7.680 -6.047 -1.483 2.030 0.773 0.104 -0.16
C -0.279 2.005 -1.635 0.219 0.148 -0.407 -0.24
C -12.780 5.070 1.217 -0.005 -0.008 -0.028 -0.12
C 4.034 -5.501 -1.762 -0.121 -0.045 -0.041 -0.10
C -2.200 9.476 0.555 0.017 0.024 -0.025 -0.15
C 0.288 3.456 3.068 0.000 -0.189 0.748 -0.26
H 7.568 -5.158 2.054 0.000 0.003 0.029 0.09
H 1.027 1.143 0.741 -0.275 -0.345 -0.006 0.07
H 9.895 -8.976 -5.909 0.011 0.001 -0.031 0.13
H 7.438 -5.895 -4.762 -0.037 0.003 0.014 0.10
H 4.768 -0.429 2.840 -0.039 0.013 0.006 0.09
H 0.338 1.107 -1.663 -0.197 0.115 0.094 0.03
H -7.609 -1.255 6.326 -0.012 -0.006 0.006 0.11
H -3.091 11.383 0.723 0.002 0.003 0.004 0.14
H 0.827 -2.887 -3.145 0.011 -0.024 -0.031 0.11
H -1.165 1.836 -2.252 -0.026 -0.175 0.062 0.03
H -11.193 3.892 0.181 -0.019 -0.002 -0.007 0.10
H 0.312 -0.703 -2.066 0.018 -0.184 -0.057 0.09
H -4.148 2.924 -2.116 -0.177 0.112 -0.183 0.04
H 6.514 -4.567 -2.579 0.124 -0.078 -0.030 0.12
H 8.960 -7.718 -1.314 -0.008 -0.022 0.017 0.15
H 1.858 -5.479 -2.306 -0.031 -0.018 0.008 0.08
H -3.055 -1.031 1.056 -0.099 0.068 0.029 0.08
H 0.192 4.093 5.142 -0.022 -0.156 0.113 0.07
H -3.442 -4.879 -2.147 0.002 -0.020 -0.009 0.10
H -6.216 4.345 0.502 -0.066 -0.064 -0.019 0.09
H -9.055 2.767 1.574 -0.026 0.036 -0.047 0.11
H 0.168 6.963 -0.334 0.008 0.013 -0.012 0.10
H -6.137 0.254 1.085 0.035 -0.045 -0.470 0.05
H -13.661 4.922 0.615 0.001 0.002 -0.001 0.09
H -6.882 5.898 0.994 0.051 0.085 0.127 0.09
H -10.114 -2.067 5.701 -0.001 0.003 -0.001 0.09
H -6.148 1.765 0.110 0.202 -0.293 -0.199 0.07
H -4.589 2.712 1.933 0.158 0.008 0.149 0.07
H 3.488 0.985 0.908 0.030 -0.036 -0.033 0.08
H 3.260 -3.249 -3.636 0.017 -0.017 0.051 0.10
H -7.749 1.091 2.397 -0.121 0.037 -0.031 0.10
H 9.930 -13.040 -4.909 -0.001 0.001 -0.001 0.09
H -0.103 4.021 0.181 -0.245 0.116 -0.128 0.03
H 3.135 8.297 2.527 -0.001 0.000 0.001 0.09
H -4.718 7.625 1.587 0.001 0.004 0.013 0.08
H -5.826 4.970 2.104 -0.023 0.083 0.054 0.09
H 10.136 -10.518 -3.950 0.017 -0.021 0.006 0.10
H 6.762 3.210 2.269 0.003 -0.002 0.000 0.15
H 4.864 3.302 0.641 -0.007 -0.011 -0.014 0.10
H -10.098 -2.558 3.030 0.000 0.001 0.000 0.09
H 8.992 -7.900 -3.809 -0.012 -0.008 0.006 0.09
H -7.582 -2.016 2.189 -0.007 -0.020 -0.014 0.10
H 2.151 5.444 -0.379 -0.057 0.005 -0.022 0.13
H -6.284 -1.290 4.204 0.003 0.004 0.008 0.14
H 0.676 8.869 1.517 0.002 -0.014 0.044 0.08
H -5.184 10.291 1.553 -0.008 -0.015 0.001 0.11
H -0.250 -0.744 3.507 -0.094 -0.085 0.052 0.13
H 1.378 2.782 4.846 -0.110 -0.031 0.142 0.07
H 6.859 1.109 3.623 -0.035 0.009 0.039 0.11
H -6.661 2.377 2.879 -0.155 -0.007 0.142 0.11
H 3.968 6.069 1.232 0.009 0.014 0.006 0.10
H 0.178 4.440 2.613 -0.224 -0.104 -0.265 0.09
H -2.168 7.300 0.708 0.010 0.002 0.034 0.08
H 4.937 -8.142 -3.283 0.037 0.007 0.011 0.14
H 9.523 -4.037 0.535 0.006 0.011 -0.010 0.09
H 9.541 -12.794 -7.586 -0.001 0.000 0.002 0.09
H -0.031 -4.948 -4.823 -0.028 -0.025 -0.026 0.09
H -4.510 1.082 2.617 0.263 0.118 0.093 0.08
H 1.758 1.899 2.842 -0.179 -0.309 -0.071 0.10
H 1.823 3.150 1.624 0.221 -0.013 0.221 0.09
H -7.905 2.994 0.263 0.112 0.045 -0.032 0.12
H 6.059 -3.101 2.955 -0.004 -0.022 -0.007 0.10
H -10.881 6.192 3.682 -0.014 -0.001 0.009 0.10
H 9.533 -10.136 -8.096 0.004 -0.013 -0.007 0.11
H -0.706 3.031 3.231 -0.023 -0.078 -0.193 0.10
H -1.498 -0.606 0.419 0.040 0.058 -0.020 0.08
H -1.289 -2.540 -4.896 0.010 -0.031 -0.050 0.11
H -1.236 9.790 0.192 -0.002 -0.020 -0.019 0.10
H -1.434 -6.459 -3.050 0.003 0.001 -0.002 0.09
H 6.062 -6.422 -1.855 -2.294 -0.969 0.189 0.03
H -3.184 -2.657 -3.323 -0.161 -0.069 0.142 0.06
H 9.092 -1.365 0.616 0.003 -0.014 -0.013 0.11
H -9.718 4.710 2.033 0.038 0.220 -0.016 0.10
H 2.490 -7.750 -3.640 -0.040 0.031 -0.026 0.10
H 1.702 4.456 4.366 0.172 -0.149 0.040 0.07
H 4.165 -4.622 -1.153 -0.017 0.041 0.040 0.10
H -13.459 6.410 2.879 0.000 0.001 -0.002 0.09
H 7.058 -1.002 2.041 -0.044 0.009 -0.093 0.10
H 4.573 -1.042 -2.768 -0.002 0.004 0.006 0.09
H 2.672 0.609 -1.752 0.028 0.033 -0.040 0.08
H 7.559 -5.837 -0.434 -0.063 0.030 -0.013 0.11
```
Forces are in eV/Å.